Record 1
Density functional theory data (ωB97M-V/def2-TZVPD) for a structure of composition C10H15N5S in a non-equilibrium geometry.

```
31
Properties=species:S:1:pos:R:3:forces:R:3
C 1.693 2.920 -0.476 1.69 2.48 4.85
C 0.971 2.503 -1.633 -0.29 3.63 -4.16
C -0.106 1.491 -1.612 -1.16 1.70 2.87
C 0.649 0.153 -1.531 0.09 -2.02 -3.37
C 0.613 0.199 1.014 -4.93 -1.21 -1.29
C -1.967 -0.056 0.720 0.17 0.65 1.40
C -1.975 -1.583 0.893 0.67 -1.20 -0.05
C -1.147 -2.349 1.653 1.49 -2.54 -0.25
C -1.041 -3.856 1.373 0.37 1.91 1.91
C -1.850 -4.223 0.370 -0.38 -1.04 -0.64
H 1.745 1.846 0.444 0.31 4.46 -2.72
H 0.937 4.025 -0.135 2.97 -3.42 0.32
H 2.976 3.331 -0.917 -4.16 -1.18 2.08
H 0.625 3.517 -2.187 0.47 -2.26 1.01
H 1.842 2.247 -2.175 0.12 -1.22 -2.05
H -0.737 1.879 -0.614 1.43 -1.74 -2.42
H -0.795 1.736 -2.439 0.46 -1.18 0.07
H 1.712 0.337 -2.255 -3.15 -1.01 2.58
H 0.063 -0.744 -2.056 1.19 1.86 1.28
H -0.538 0.930 2.128 -2.02 0.06 0.36
H -2.852 0.534 1.123 1.16 -1.09 0.87
H -2.167 0.332 -0.255 0.57 -0.79 -1.49
H -0.282 -2.128 2.239 -0.05 1.42 0.69
H -0.330 -4.503 2.075 -1.72 1.38 -2.01
H -1.864 -5.373 -0.003 -0.70 3.30 0.46
N 1.049 -0.263 -0.169 -0.24 1.48 -0.45
N 2.317 -0.542 0.051 1.99 -0.14 2.67
N 2.511 -0.323 1.336 2.85 -1.33 -1.05
N 1.430 0.102 2.015 0.95 -0.24 -2.14
N -0.693 0.561 1.196 -0.45 1.02 1.19
S -2.791 -2.701 -0.173 0.28 -1.76 -0.51
```
Forces are in eV/Å.

The calculation puts the relative energy (zero: lowest compared OMol25 entry of this formula, charge and spin) at 897.8 kJ/mol. The value obtained for the molar mass is 237.3 u. As for the orbital gap: 0.351 hartree. Its spin multiplicity is 1. Its electronic energy is -1061.66625 a.u. The highest occupied orbital energy comes out at -0.334 hartree. As for the total charge: 0.

Record 2
Density functional theory data (ωB97M-V/def2-TZVPD) for a structure of composition C31H45FeN12O7.

```
96
Properties=species:S:1:pos:R:3:forces:R:3
Fe 0.393 0.739 0.394 -0.30 0.06 0.71
C 3.180 1.347 -0.990 -0.01 0.19 -0.02
N 3.255 0.133 -1.764 -0.04 0.12 -0.28
C 3.705 0.305 -3.150 -0.12 0.05 0.11
C 2.583 -0.960 -1.359 -0.07 -0.34 0.03
N 1.578 -0.876 -0.487 0.20 0.84 0.04
C 1.377 -1.965 0.374 0.07 -0.23 0.03
C 2.464 -2.499 1.074 0.00 0.19 -0.04
C 2.334 -3.617 1.882 -0.07 -0.11 0.03
C 1.121 -4.276 1.939 0.20 -0.07 0.07
C 0.018 -3.774 1.239 -0.18 0.08 0.03
C -1.176 -4.536 1.206 -0.09 0.02 0.00
C -2.279 -4.103 0.478 0.03 -0.13 0.14
C -2.245 -2.881 -0.141 0.05 0.00 -0.08
C -1.103 -2.018 -0.078 -0.26 0.10 0.02
N -1.250 -0.738 -0.469 0.56 -0.51 -0.18
C -2.294 -0.532 -1.332 -0.58 0.20 -0.34
N -2.215 -0.977 -2.594 0.19 -0.12 -0.09
C -0.931 -1.371 -3.179 -0.11 0.09 0.06
C -3.387 -1.427 -3.356 0.10 -0.05 -0.02
N -3.388 0.102 -0.925 0.11 0.22 0.21
C -4.255 0.857 -1.834 -0.04 -0.04 0.09
C -3.686 0.199 0.516 -0.03 0.07 -0.13
C 0.107 -2.545 0.526 -0.13 -0.05 0.04
N 2.970 -2.131 -1.919 0.06 -0.34 -0.03
C 2.105 -3.305 -1.993 0.18 0.06 -0.11
C 4.366 -2.395 -2.271 -0.04 -0.09 0.10
H 4.032 1.978 -1.242 0.02 0.01 0.01
H 3.219 1.131 0.073 -0.01 -0.02 0.10
H 2.271 1.907 -1.225 -0.07 0.14 0.04
H 3.207 1.175 -3.583 -0.01 0.01 0.04
H 3.451 -0.565 -3.746 -0.01 0.02 0.02
H 4.781 0.469 -3.197 0.02 -0.01 0.02
H 3.427 -2.008 0.975 -0.05 -0.02 0.02
H 3.188 -3.987 2.437 -0.04 0.01 -0.04
H 1.010 -5.191 2.511 0.02 0.07 -0.03
H -1.207 -5.478 1.742 -0.01 0.07 -0.01
H -3.183 -4.697 0.451 0.06 0.01 0.00
H -3.151 -2.510 -0.610 0.08 -0.10 0.05
H -0.126 -0.792 -2.737 0.05 -0.01 0.06
H -0.966 -1.172 -4.249 -0.03 0.01 0.00
H -0.739 -2.436 -3.031 -0.05 -0.02 0.01
H -4.281 -1.408 -2.743 0.02 -0.03 0.01
H -3.212 -2.458 -3.667 0.06 0.00 0.01
H -3.542 -0.823 -4.249 -0.01 0.02 0.02
H -3.820 0.914 -2.826 0.04 0.02 0.04
H -4.361 1.866 -1.454 -0.01 0.19 0.16
H -5.248 0.415 -1.898 0.01 -0.02 0.00
H -3.479 -0.736 1.025 0.04 -0.04 -0.03
H -4.743 0.434 0.625 0.01 -0.03 -0.04
H -3.101 0.977 1.001 0.12 0.11 -0.03
H 1.065 -3.015 -1.914 -0.04 0.03 -0.01
H 2.332 -4.028 -1.206 0.00 0.01 0.00
H 2.262 -3.788 -2.959 0.02 0.03 0.01
H 4.996 -1.550 -2.015 -0.03 -0.04 0.02
H 4.469 -2.614 -3.335 0.00 0.02 -0.01
H 4.714 -3.265 -1.709 -0.03 -0.01 0.00
O 1.087 0.964 8.070 -0.21 -0.26 -0.28
N 0.415 0.054 7.623 0.08 -0.08 0.30
O -0.143 -0.804 8.279 0.14 0.27 -0.29
C 0.261 -0.020 6.156 -0.08 -0.07 0.30
C -0.538 -1.010 5.606 -0.12 -0.14 0.14
C -0.749 -1.033 4.255 0.02 0.00 -0.26
C -0.124 -0.130 3.338 0.12 0.14 -0.02
O -0.340 -0.155 2.081 -0.17 0.03 -0.10
C 0.746 0.800 3.989 -0.33 -0.07 -0.02
C 0.894 0.893 5.364 0.24 0.22 0.01
N 1.464 1.743 3.188 0.11 -0.09 0.01
O 1.826 2.792 3.650 0.02 0.10 0.12
O 1.740 1.408 2.023 0.19 0.16 -0.52
N -1.684 -2.051 3.759 -0.20 -0.35 0.14
O -2.514 -1.714 2.932 0.28 0.00 0.02
O -1.607 -3.167 4.244 0.08 0.47 -0.27
H -1.012 -1.742 6.245 -0.02 0.00 0.02
H 1.520 1.653 5.812 0.01 0.02 -0.05
C 0.820 5.581 1.925 0.04 -0.06 0.00
N 0.911 4.633 0.809 0.17 -0.44 0.18
C 2.266 4.294 0.396 -0.16 0.08 -0.17
C -0.187 4.005 0.335 -0.09 0.05 -0.09
N -0.221 2.735 -0.101 0.45 -0.20 0.28
N -1.284 4.803 0.310 -0.23 -0.04 -0.16
C -1.186 6.227 -0.017 -0.12 -0.03 0.03
C -2.637 4.289 0.373 0.01 0.02 0.00
H 1.465 5.239 2.732 0.07 -0.04 0.00
H -0.197 5.628 2.303 0.02 -0.03 -0.01
H 1.136 6.580 1.624 -0.01 0.01 -0.03
H 2.918 5.110 0.700 -0.02 0.00 -0.05
H 2.305 4.213 -0.690 0.03 -0.05 -0.02
H 2.625 3.384 0.855 0.09 -0.25 0.16
H -1.049 2.599 -0.665 -0.18 0.24 -0.10
H -0.177 6.475 -0.329 -0.02 -0.02 -0.01
H -1.463 6.858 0.830 0.00 -0.02 0.00
H -1.865 6.447 -0.842 -0.02 -0.03 0.00
H -2.639 3.284 0.786 0.01 -0.08 -0.01
H -3.120 4.298 -0.607 -0.02 -0.08 -0.06
H -3.229 4.921 1.036 0.00 0.02 -0.01
```
Forces are in eV/Å.

The calculation puts the relative energy (zero: lowest compared OMol25 entry of this formula, charge and spin) at 24.7 kJ/mol. The value obtained for the molar mass is 753.6 u. As for the orbital gap (spin up / spin down): 0.276 / 0.220 hartree. Its spin multiplicity is 6. Its electronic energy is -3655.00011 a.u. The highest occupied orbital energy (spin up / spin down) comes out at -0.480 / -0.496 hartree. As for the total charge: +2.

Q: Among the records above, which one has the lowest electronic energy?
A: C31H45FeN12O7

Q: Which formula does entry 1 have?
A: C10H15N5S